{
  "formula": "C35H52OP3PtSb",
  "method": "ωB97M-V/def2-TZVPD",
  "elements": ["Pt", "P", "P", "P", "H", "C", "C", "H", "C", "C", "C", "C", "C", "C", "C", "C", "C", "H", "H", "H", "H", "H", "H", "H", "H", "H", "H", "H", "H", "H", "H", "H", "H", "H", "H", "H", "H", "H", "H", "H", "H", "H", "H", "H", "H", "H", "C", "C", "C", "C", "C", "C", "O", "H", "H", "H", "H", "H", "H", "C", "C", "C", "C", "C", "C", "Sb", "C", "C", "C", "C", "C", "C", "C", "C", "C", "C", "C", "C", "H", "H", "H", "H", "H", "H", "H", "H", "H", "H", "H", "H", "H", "H", "H"],
  "coordinates": [[0.94252, -0.57465, -0.46520], [2.46916, -1.48058, 1.07196], [2.07309, 1.46549, -0.77125], [-0.12720, -2.61769, -0.96512], [-0.04107, 1.46197, -9.55735], [-0.97705, 0.91584, -9.40096], [-2.10793, 1.54697, -9.04773], [-2.13774, 2.63461, -8.92596], [3.85002, -2.34887, 0.25387], [3.35782, -0.33670, 2.19348], [1.80987, -2.72294, 2.23592], [1.30196, 2.58229, -1.98299], [2.38095, 2.58731, 0.63501], [3.72328, 1.12740, -1.47751], [-1.49823, -2.51718, -2.15741], [-0.90055, -3.59428, 0.37258], [1.06343, -3.76789, -1.74473], [-0.97920, -0.14948, -9.65585], [-3.06659, 1.01940, -9.01353], [4.56732, -2.71983, 1.00245], [4.36197, -1.65313, -0.41931], [3.46252, -3.19690, -0.32105], [4.05370, -0.90487, 2.83075], [2.64326, 0.18539, 2.84101], [3.94596, 0.39130, 1.61666], [2.34329, -3.67805, 2.09751], [0.74207, -2.88944, 2.07801], [1.96750, -2.39339, 3.26839], [1.79344, 3.56344, -1.93606], [0.23491, 2.68541, -1.75476], [1.41061, 2.16202, -2.98874], [3.38830, 3.01688, 0.53105], [2.30439, 2.07737, 1.60139], [1.64292, 3.39845, 0.60176], [4.20571, 2.07594, -1.75235], [3.59452, 0.51561, -2.37733], [4.36228, 0.58991, -0.76547], [-2.06837, -3.45295, -2.09607], [-1.11473, -2.39019, -3.17538], [-2.15308, -1.67256, -1.91481], [-1.75489, -4.14663, -0.03784], [-1.27611, -2.93169, 1.16225], [-0.19173, -4.31715, 0.79012], [0.52698, -4.56135, -2.28428], [1.70624, -4.22959, -0.98557], [1.68505, -3.21401, -2.45585], [-0.41272, 0.21328, -3.58301], [0.77481, -0.26148, -4.24462], [0.80320, -0.43154, -5.61706], [-0.32648, -0.11250, -6.38328], [-1.48332, 0.39252, -5.77054], [-1.52917, 0.57860, -4.40381], [-0.50647, 0.30441, -2.30297], [1.76066, -0.95505, -1.83604], [1.63898, -0.51534, -3.61817], [1.71948, -0.80808, -6.09233], [-0.29625, -0.23816, -7.47054], [-2.34195, 0.66306, -6.38716], [-2.40126, 0.98030, -3.88467], [-3.27335, 4.57285, 3.21089], [-2.20264, 4.71091, 2.31820], [-1.50740, 3.58171, 1.86474], [-1.83593, 2.31754, 2.37669], [-2.97672, 2.15922, 3.17675], [-3.68006, 3.29589, 3.60950], [-0.37485, 0.65787, 2.18994], [0.39966, 0.97775, 4.27842], [1.03192, -0.04255, 4.99271], [1.44036, 0.15837, 6.32129], [1.19795, 1.38486, 6.94448], [0.57058, 2.41577, 6.22942], [0.19236, 2.21444, 4.89471], [-1.91182, -0.85483, 2.40236], [-1.91776, -1.78932, 3.44627], [-2.95957, -2.72997, 3.52199], [-3.99512, -2.71175, 2.58141], [-3.98769, -1.76771, 1.54791], [-2.93892, -0.84731, 1.44948], [-3.80013, 5.45794, 3.57821], [-1.90701, 5.69920, 1.96264], [-0.70169, 3.68916, 1.13497], [-3.31578, 1.16682, 3.48373], [-4.54818, 3.16883, 4.26013], [1.20470, -1.01018, 4.52096], [1.94646, -0.65392, 6.85235], [1.50205, 1.53936, 7.97951], [0.37127, 3.37838, 6.70297], [-0.28522, 3.03138, 4.34562], [-1.14129, -1.78947, 4.21606], [-2.96784, -3.46341, 4.32974], [-4.81910, -3.42704, 2.65754], [-4.79452, -1.72771, 0.81979], [-2.93488, -0.11413, 0.63907]],
  "s_squared": 6.07,
  "homo_lumo_gap_ha": [0.1966, 0.0542],
  "charge": 4,
  "e_lumo_ha": [-0.41023, -0.55224],
  "e_homo_ev": [-16.513, -16.502],
  "spin_multiplicity": 5
}